Entry from OMol25: a structure of composition C8H24FeN2O14 in a non-equilibrium geometry (wB97M-V/def2-TZVPD).

```
49
Properties=species:S:1:pos:R:3
Fe 1.718 -1.424 6.739
N 3.498 -4.850 9.884
O 3.238 -5.705 10.679
O 2.688 -3.996 9.611
O 4.363 -5.026 9.046
N -2.869 -0.969 8.746
O -3.722 -0.185 8.977
O -1.759 -0.485 8.434
O -2.994 -2.198 8.773
C -5.783 5.087 6.316
C -5.021 5.003 4.946
O -4.095 3.876 4.825
O -4.811 5.019 7.375
H -6.488 4.276 6.497
H -6.361 6.011 6.290
H -4.539 5.958 4.737
H -5.708 5.003 4.100
H -4.539 3.082 4.519
H -4.474 4.126 7.274
C 0.063 -1.586 2.801
C -0.350 -2.999 3.392
O 0.476 -3.466 4.332
O 0.699 -0.752 3.713
H -0.789 -1.308 2.180
H 0.804 -1.766 2.022
H -0.562 -3.743 2.624
H -1.339 -2.895 3.838
H -0.004 -4.202 4.720
H 0.890 0.097 3.308
C -8.149 0.606 13.061
C -7.721 0.978 14.433
O -6.275 0.847 14.477
O -7.807 1.483 11.993
H -9.221 0.424 12.982
H -7.641 -0.353 12.955
H -8.129 0.143 15.002
H -8.170 1.896 14.814
H -5.860 1.396 13.807
H -6.868 1.371 11.830
C -3.715 -5.949 13.113
C -4.002 -7.472 13.144
O -2.924 -8.065 13.803
O -2.511 -5.922 12.411
H -3.714 -5.536 14.122
H -4.580 -5.471 12.654
H -4.215 -7.943 12.185
H -4.900 -7.744 13.698
H -3.161 -8.902 14.208
H -2.714 -5.555 11.547
```

Values from the calculation:
2S+1	5
HOMO energy (spin up / spin down)	-7.34 / -6.91	eV
orbital gap (spin up / spin down)	0.1543 / 0.0755	Eh
E_tot	-74698.293	eV